Below is C31H34F7FeIN2O2P2Sb as an isolated structure in a non-equilibrium geometry, with properties calculated with ωB97M-V/def2-TZVPD.

CARTESIAN COORDINATES (ANGSTROEM)
1 Fe 0.3811 1.7238 -0.1847
2 C -0.0787 4.1147 -4.1002
3 C -0.8155 2.8157 -4.0691
4 N -1.3806 2.3574 -5.1500
5 C -2.1383 1.2458 -5.1394
6 C -2.4739 0.5911 -3.9834
7 C -3.4519 -0.5603 -3.9910
8 O -4.6787 -0.2498 -3.3357
9 C -1.8842 1.0459 -2.7760
10 C -2.4391 0.7290 -1.4935
11 N -1.9402 1.1209 -0.3611
12 C -2.8011 1.2576 0.7437
13 C -3.9409 0.4761 0.9608
14 C -4.8044 0.7416 2.0095
15 C -4.5602 1.8029 2.8685
16 C -3.4359 2.5919 2.6811
17 C -2.5746 2.3073 1.6366
18 I -0.9052 3.5870 1.3158
19 C -0.9159 2.0863 -2.8253
20 O -0.2081 2.4072 -1.8053
21 H 0.5039 4.1991 -5.0152
22 H 0.5723 4.2176 -3.2356
23 H -0.7979 4.9374 -4.0850
24 H -2.5074 0.9057 -6.1008
25 H -3.0311 -1.4047 -3.4396
26 H -3.6279 -0.8848 -5.0189
27 H -5.2089 0.3175 -3.9037
28 H -3.4368 0.2916 -1.5346
29 H -4.1487 -0.3470 0.2890
30 H -5.6788 0.1180 2.1439
31 H -5.2477 2.0294 3.6721
32 H -3.2362 3.4266 3.3394
33 C 3.2583 1.5959 1.6441
34 P 1.5631 0.9154 1.7333
35 C 1.1230 1.6215 3.3721
36 C 1.9299 -0.8270 2.2195
37 C 3.2551 -1.2604 2.2692
38 C 3.5872 -2.4651 2.8712
39 C 2.6023 -3.2514 3.4420
40 C 1.2782 -2.8555 3.3653
41 C 0.9187 -1.6616 2.7433
42 P -0.8258 -1.1225 2.5656
43 C -1.3636 -1.0078 4.3289
44 C -1.6583 -2.7319 2.1943
45 H 3.7580 1.4204 2.5984
46 H 3.2093 2.6675 1.4582
47 H 3.8329 1.1438 0.8423
48 H 1.7127 1.1141 4.1363
49 H 0.0642 1.5122 3.5967
50 H 1.3738 2.6810 3.3704
51 H 4.0508 -0.6511 1.8623
52 H 4.6244 -2.7742 2.9211
53 H 2.8589 -4.1769 3.9429
54 H 0.5167 -3.4834 3.8128
55 H -1.2756 -1.9757 4.8247
56 H -2.4079 -0.6911 4.3474
57 H -0.7686 -0.2782 4.8759
58 H -1.2856 -3.5181 2.8506
59 H -1.5085 -3.0323 1.1574
60 H -2.7242 -2.6121 2.3736
61 F 4.3530 -4.7590 -0.7809
62 C 3.3567 -3.9515 -1.0013
63 C 2.1037 -4.3043 -0.4906
64 C 1.0714 -3.4304 -0.6409
65 C 1.2588 -2.1995 -1.3456
66 C 0.2428 -1.3031 -1.4814
67 C 2.5422 -1.9321 -1.9252
68 C 3.5875 -2.7858 -1.7307
69 H 1.9828 -5.2482 0.0217
70 H 0.0933 -3.6736 -0.2458
71 H -0.7362 -1.4998 -1.0627
72 H 0.3609 -0.4131 -2.0911
73 H 2.6763 -1.0370 -2.5191
74 H 4.5684 -2.5737 -2.1340
75 F 2.2006 0.7409 -1.1569
76 Sb 3.1898 2.1706 -2.1629
77 F 4.1205 0.7682 -3.0075
78 F 1.8702 1.9570 -3.4920
79 F 3.6543 3.8369 -2.8605
80 F 2.1081 3.1577 -0.8190
81 F 4.5869 2.1860 -0.9057

Results
Orbital gap (alpha / beta) (eV): 4.50 / 4.57
Spin multiplicity: 5
Expectation value of S²: 6.020
DFT total energy (eV): -126396.64431
Total charge: +1